A molecular structure, C16H24N2O5RhS3Sb in a non-equilibrium geometry. Source: the Open Molecules 2025 dataset; level of theory: ωB97M-V with the def2-TZVPD basis set.

Structure (ORCA input):
```
! RIJCOSX wB97M-V def2-TZVPD def2/J DEFGRID3
* xyz 0 5
Rh -1.952 0.808 0.616
O -2.327 3.712 -0.118
S -1.086 3.004 -0.292
O -0.097 3.590 -1.116
O -0.562 2.534 1.007
O -1.386 1.593 -1.109
O -2.738 0.734 2.578
N -2.319 -0.238 3.396
C -2.488 -0.164 4.735
C -2.004 -1.156 5.545
C -1.307 -2.253 5.057
C -1.174 -2.355 3.683
C -1.712 -1.303 2.836
S -1.664 -1.376 1.155
H -2.993 0.689 5.103
H -2.179 -1.085 6.651
H -0.934 -2.975 5.791
H -0.683 -3.166 3.168
C 2.341 2.511 1.866
C 2.954 2.395 0.473
Sb 2.013 0.696 -0.517
C 3.803 -0.612 -0.589
C 3.529 -1.821 -1.463
C 2.283 1.480 -2.548
C 3.649 2.082 -2.824
H 2.708 3.332 2.463
H 2.552 1.602 2.412
H 1.260 2.560 1.755
H 4.046 2.286 0.483
H 2.600 3.236 -0.106
H 4.066 -0.871 0.463
H 4.582 -0.025 -0.984
H 2.512 -2.269 -1.268
H 4.292 -2.578 -1.320
H 3.520 -1.560 -2.529
H 1.563 2.294 -2.557
H 1.961 0.745 -3.287
H 3.947 2.842 -2.076
H 3.633 2.568 -3.792
H 4.458 1.340 -2.856
S -4.084 0.036 -0.270
C -3.592 -1.086 -1.497
N -2.550 -0.755 -2.334
C -2.209 -1.557 -3.382
C -2.769 -2.781 -3.571
C -3.817 -3.194 -2.697
C -4.223 -2.366 -1.693
H -2.154 0.197 -2.168
H -1.473 -1.101 -4.013
H -2.377 -3.478 -4.348
H -4.339 -4.139 -2.870
H -5.080 -2.600 -1.044
*
```

energy above the lowest of the compared OMol25 structures with the same formula, charge and spin	1.860	eV
orbital gap (alpha / beta)	6.895 / 5.214	eV
HOMO energy (alpha / beta)	-7.62 / -7.58	eV